a:
The following is a quantum chemistry calculation of a molecular structure, C50H44GeIInN2O5P, from OMol25.

Geometry as XYZ:
```
105
C50H44GeIInN2O5P | OMol25 | ωB97M-V with the def2-TZVPD basis set
In 0.61 0.15 0.61
C -0.98 1.71 6.03
O -1.14 1.95 4.64
C -0.20 1.56 3.76
O -0.39 1.70 2.58
N 0.94 1.02 4.29
N 1.91 0.57 3.39
H -1.91 2.05 6.50
H -0.16 2.30 6.45
H -0.84 0.65 6.24
H 1.17 1.13 5.26
H 2.31 -0.30 3.71
H 2.66 1.25 3.27
I 1.97 3.89 -1.63
C 0.82 3.35 -3.30
C 0.35 4.40 -4.04
C -0.62 4.20 -5.04
C -1.17 2.96 -5.20
C -0.72 1.86 -4.45
C -1.35 0.59 -4.58
C -0.91 -0.48 -3.87
C 0.25 -0.37 -3.08
C 0.90 0.83 -2.95
C 0.37 2.02 -3.54
H 0.70 5.40 -3.84
H -0.96 5.04 -5.63
H -1.98 2.80 -5.91
H -2.20 0.51 -5.24
H -1.41 -1.43 -3.94
H 0.66 -1.23 -2.58
O -0.56 -1.73 -0.43
C -1.25 -1.72 0.61
O -0.85 -1.20 1.69
C -2.67 -2.20 0.54
C -3.02 -3.52 0.79
C -4.36 -3.87 0.79
C -5.34 -2.91 0.55
C -4.97 -1.60 0.31
C -3.63 -1.23 0.28
P -3.02 0.48 -0.04
C -3.74 0.91 -1.66
C -3.50 2.21 -2.10
C -4.00 2.66 -3.32
C -4.72 1.79 -4.13
C -4.93 0.49 -3.72
C -4.45 0.05 -2.49
C -4.11 1.39 1.13
C -5.14 2.24 0.76
C -5.90 2.89 1.72
C -5.62 2.71 3.07
C -4.58 1.86 3.44
C -3.83 1.22 2.48
H -2.26 -4.25 1.00
H -4.65 -4.90 0.98
H -6.39 -3.18 0.57
H -5.74 -0.84 0.14
H -2.92 2.89 -1.48
H -3.80 3.67 -3.64
H -5.10 2.13 -5.08
H -5.48 -0.20 -4.35
H -4.62 -0.98 -2.19
H -5.38 2.38 -0.29
H -6.70 3.55 1.42
H -6.21 3.22 3.82
H -4.36 1.72 4.49
H -3.00 0.58 2.78
C 4.88 -2.76 -3.40
C 3.60 -3.17 -3.04
C 3.03 -2.71 -1.86
C 3.73 -1.84 -1.02
C 5.01 -1.45 -1.39
C 5.59 -1.91 -2.57
Ge 2.92 -1.21 0.64
C 2.68 -2.79 1.79
C 1.79 -2.78 2.86
C 1.62 -3.90 3.66
C 2.33 -5.06 3.40
C 3.21 -5.10 2.33
C 3.38 -3.97 1.53
C 4.23 -0.03 1.49
C 5.00 -0.44 2.58
C 5.87 0.44 3.21
C 5.99 1.74 2.76
C 5.23 2.17 1.68
C 4.36 1.29 1.05
H 5.32 -3.12 -4.32
H 3.04 -3.84 -3.68
H 2.04 -3.05 -1.58
H 5.58 -0.78 -0.75
H 6.59 -1.59 -2.84
H 1.17 -1.92 3.05
H 0.91 -3.88 4.48
H 2.20 -5.94 4.02
H 3.77 -6.00 2.11
H 4.07 -4.01 0.70
H 4.92 -1.46 2.94
H 6.47 0.10 4.05
H 6.67 2.43 3.25
H 5.32 3.19 1.32
H 3.75 1.64 0.22
C 3.23 1.00 -3.06
O 2.07 0.86 -2.24
H 3.38 0.09 -3.64
H 4.07 1.13 -2.38
H 3.15 1.86 -3.72
```

Spin multiplicity: 2
Frontier orbital gap (alpha / beta): 6.25 / 7.37 eV

Results of the Mulliken charge analysis, in e, for atoms 1 through 8: number 1, In, carries 1.4796; number 2, C, carries -0.9054; number 3, O, carries -0.2340; number 4, C, carries 0.3892; number 5, O, carries -0.4828; number 6, N, carries -0.3833; number 7, N, carries -0.0364; number 8, H, carries 0.2372


b:
The following is a quantum chemistry calculation of a molecular structure, C50H44GeIInN2O5P, from OMol25.

Geometry as XYZ:
```
105
C50H44GeIInN2O5P | OMol25 | ωB97M-V with the def2-TZVPD basis set
In -1.96 0.24 0.77
C -4.24 3.18 3.94
O -2.84 3.00 4.18
C -2.12 2.62 3.11
O -2.60 2.44 2.01
N -0.81 2.53 3.43
N 0.08 1.95 2.51
H -4.64 3.63 4.84
H -4.71 2.22 3.74
H -4.39 3.84 3.08
H -0.60 2.47 4.42
H 0.21 0.96 2.73
H 0.97 2.43 2.56
I -3.79 2.11 -1.27
C -4.15 0.40 -2.39
C -4.86 0.57 -3.54
C -5.22 -0.54 -4.33
C -4.85 -1.79 -3.93
C -4.10 -1.99 -2.75
C -3.72 -3.30 -2.37
C -3.02 -3.52 -1.23
C -2.64 -2.43 -0.42
C -2.96 -1.14 -0.75
C -3.72 -0.88 -1.93
H -5.16 1.56 -3.85
H -5.80 -0.40 -5.23
H -5.14 -2.66 -4.51
H -4.02 -4.12 -3.01
H -2.73 -4.53 -0.95
H -2.08 -2.63 0.49
O -3.19 -1.41 2.44
C -2.08 -1.42 3.01
O -1.28 -0.44 3.06
C -1.50 -2.67 3.60
C -2.18 -3.47 4.50
C -1.53 -4.56 5.07
C -0.20 -4.83 4.73
C 0.45 -4.04 3.79
C -0.21 -2.96 3.21
P 0.49 -1.92 1.86
C 1.63 -3.12 1.06
C 2.98 -2.91 0.82
C 3.72 -3.83 0.08
C 3.12 -4.97 -0.43
C 1.77 -5.18 -0.20
C 1.03 -4.27 0.53
C 1.58 -0.73 2.71
C 1.55 -0.52 4.09
C 2.27 0.52 4.66
C 3.05 1.36 3.87
C 3.07 1.17 2.49
C 2.34 0.14 1.92
H -3.20 -3.24 4.76
H -2.04 -5.18 5.79
H 0.31 -5.67 5.18
H 1.46 -4.29 3.49
H 3.48 -2.04 1.22
H 4.78 -3.65 -0.08
H 3.70 -5.68 -1.00
H 1.28 -6.06 -0.60
H -0.03 -4.44 0.68
H 0.93 -1.16 4.71
H 2.23 0.67 5.73
H 3.61 2.16 4.32
H 3.65 1.83 1.86
H 2.32 0.04 0.84
C -2.24 3.80 -4.59
C -2.03 2.43 -4.64
C -1.02 1.86 -3.90
C -0.19 2.64 -3.09
C -0.40 4.02 -3.06
C -1.42 4.60 -3.79
Ge 1.18 1.78 -2.04
C 1.87 2.93 -0.66
C 1.00 3.66 0.15
C 1.50 4.53 1.12
C 2.87 4.67 1.29
C 3.75 3.96 0.48
C 3.25 3.10 -0.49
C 2.59 1.00 -3.11
C 2.61 1.18 -4.49
C 3.58 0.56 -5.27
C 4.53 -0.25 -4.67
C 4.53 -0.44 -3.30
C 3.56 0.19 -2.52
H -3.04 4.26 -5.16
H -2.67 1.81 -5.26
H -0.88 0.78 -3.92
H 0.24 4.65 -2.45
H -1.59 5.67 -3.75
H -0.07 3.55 0.04
H 0.81 5.09 1.74
H 3.26 5.35 2.04
H 4.82 4.08 0.60
H 3.94 2.56 -1.13
H 1.87 1.81 -4.96
H 3.60 0.72 -6.34
H 5.28 -0.75 -5.28
H 5.27 -1.07 -2.83
H 3.56 0.04 -1.45
C 0.49 -0.89 -1.72
O 0.30 0.43 -1.25
H -0.36 -1.50 -1.41
H 1.40 -1.34 -1.32
H 0.54 -0.93 -2.82
```

Spin multiplicity: 2
Frontier orbital gap (alpha / beta): 6.50 / 7.80 eV

Results of the Mulliken charge analysis, in e, for atoms 1 through 8: number 1, In, carries 0.3973; number 2, C, carries -0.6543; number 3, O, carries -0.4507; number 4, C, carries 0.5460; number 5, O, carries -0.4162; number 6, N, carries -0.3011; number 7, N, carries 0.5956; number 8, H, carries 0.2315


It is a that is the least stable of them.